A 13-piece molecular cluster, C49H96Br24N3O5P overall, computed with ωB97M-V/def2-TZVPD.

The geometry in XYZ format:
```
178
Properties=species:S:1:pos:R:3:forces:R:3
C 6.287 -1.961 4.310 -0.3682 -0.5937 0.4808
C 4.716 -2.068 4.862 0.5275 0.1892 -0.0442
C 3.742 -0.905 4.184 0.8718 -0.7623 -0.2609
C 2.895 -1.487 2.868 0.0626 -1.3985 2.0104
N 1.481 -0.950 2.881 0.5215 0.2818 -1.2866
C 1.242 0.125 1.849 0.9624 1.4359 2.6734
N 0.567 1.255 2.654 -2.1816 -1.4249 -3.7847
C -0.890 1.109 2.279 -2.1952 3.8929 4.5213
O -1.688 1.943 2.946 3.5078 -4.8889 -4.2164
C -1.261 -0.079 1.161 0.3237 0.5346 0.5034
C -1.993 -1.448 1.686 -0.1236 -1.1429 0.5805
C -1.654 -1.905 3.215 -0.3553 -1.0916 0.8973
C -1.000 -3.428 3.346 -0.7832 0.4573 1.0313
C -2.083 -4.593 2.911 0.8282 -0.0895 2.0819
O -2.062 -4.931 1.473 2.2794 -3.3299 0.5483
C -1.121 -6.044 1.220 4.4768 -0.4508 1.9112
C -1.584 -7.213 0.143 0.3319 0.9855 0.3140
O 0.091 -6.171 1.791 -7.6858 1.1440 -3.0637
P -2.549 0.922 0.092 0.5010 1.2066 -0.9147
C -4.203 1.145 1.018 -1.7478 -0.5683 0.6177
C -3.022 -0.068 -1.498 -1.4087 -0.4084 -0.3658
C -3.767 -1.497 -1.204 0.8815 -0.8567 -1.1283
C 0.288 -0.197 0.533 2.3957 -1.1488 1.1950
C 0.827 -1.722 0.137 -1.4982 -1.1267 -0.1581
C 0.127 -2.311 -1.249 2.4304 0.4758 -0.7431
O -0.622 -3.563 -1.054 -0.0123 1.3176 -1.4397
C 0.791 0.954 -0.520 -0.2302 0.4736 -0.6936
C 2.085 0.554 -1.441 0.1219 0.7566 -1.2199
N 3.390 0.395 -0.697 0.6332 -0.3088 -1.9824
C 4.021 1.732 -0.382 1.2217 0.9198 1.5823
C 5.592 1.886 -0.826 0.1321 0.1062 0.6244
C 4.342 -0.573 -1.360 2.7607 -3.9492 4.0279
C 4.688 -0.629 -2.961 -0.8298 -0.2063 0.4431
O 4.952 -1.467 -0.532 -3.6175 5.5509 -5.2474
H 6.493 -2.878 3.596 -0.2995 2.0574 1.4088
H 7.006 -2.085 5.249 -1.3330 0.4950 -2.1759
H 6.476 -0.956 3.718 -0.2743 -2.0563 1.3982
H 4.375 -3.164 4.624 0.3026 2.3585 0.4812
H 4.683 -1.960 6.041 0.1837 -0.0897 -2.4496
H 4.469 -0.059 3.803 -1.6389 -1.4152 1.0420
H 3.025 -0.517 5.043 1.3009 -0.6363 -2.0551
H 2.802 -2.660 3.072 0.3487 2.3750 -0.6339
H 3.469 -1.344 1.858 -1.2622 0.0029 1.8697
H 1.164 -0.662 3.841 0.7445 -0.1451 -1.6204
H 2.306 0.580 1.693 -1.9031 -1.0408 -0.9502
H 0.924 2.152 2.239 -0.7598 -0.8129 0.9021
H -3.183 -1.370 1.620 2.7139 0.2522 0.0703
H -1.733 -2.387 0.993 -0.3529 2.3179 1.2326
H -2.682 -1.966 3.820 2.1592 0.1908 -1.2733
H -0.964 -1.193 3.829 -1.2920 -1.0861 -1.4454
H 0.053 -3.533 2.848 -2.2007 0.1180 0.6835
H -0.822 -3.581 4.517 -0.3913 0.2221 -2.4600
H -1.806 -5.568 3.530 -0.5436 1.9920 -1.3664
H -3.195 -4.325 3.245 2.5208 -0.3186 -1.1082
H -2.073 -8.140 0.690 0.9084 2.1891 -0.9266
H -0.591 -7.590 -0.370 -2.1589 0.9357 1.0200
H -2.333 -6.720 -0.610 1.4492 -1.1602 1.4124
H -4.919 0.203 0.987 1.7086 1.9255 0.2173
H -4.797 2.016 0.472 1.4262 -1.7714 0.9525
H -4.118 1.460 2.140 0.3634 -0.5537 -2.2127
H -2.122 -0.142 -2.279 -1.8516 0.0122 1.9691
H -3.831 0.614 -2.052 1.7701 -1.1536 1.3348
H -4.421 -1.533 -0.235 1.2862 0.2971 -1.9932
H -4.432 -1.733 -2.164 1.2641 0.2743 2.1894
H -2.935 -2.347 -1.105 -1.8659 1.7628 -0.1696
H 2.007 -1.787 0.073 -2.5399 0.4792 0.0118
H 0.523 -2.508 0.983 0.6330 1.9928 -1.7057
H 1.046 -2.588 -1.960 -1.8519 0.6469 1.2562
H -0.458 -1.464 -1.805 0.6432 -1.6414 1.1669
H -0.943 -3.825 -1.967 0.5621 0.4528 1.6409
H -0.049 1.321 -1.280 1.8250 -1.0678 1.8328
H 1.102 1.941 0.077 -0.7178 -2.1060 -1.2276
H 1.949 -0.393 -2.115 -0.1478 1.5984 1.4321
H 2.245 1.464 -2.197 -0.6063 -1.7029 1.3573
H 3.445 2.657 -0.820 0.7906 -2.0123 0.4908
H 3.972 1.855 0.804 0.2165 -0.1455 -2.6961
H 5.934 2.964 -0.484 -0.6808 -2.1413 -0.8830
H 6.297 1.124 -0.244 -1.6583 1.5266 -1.3588
H 5.732 1.772 -1.990 -0.2396 0.3011 2.3551
H 4.283 -1.672 -3.356 1.1402 2.1230 0.8597
H 4.095 0.199 -3.537 1.3183 -1.3896 1.1175
H 5.862 -0.519 -3.117 -2.7078 -0.3169 0.4191
Br -2.996 -3.049 7.578 -0.0766 0.0194 -0.1827
C -4.235 -1.669 6.975 0.1084 0.0112 0.3295
C -5.555 -2.268 6.550 -0.1443 0.2134 -0.1977
Br -5.418 -3.104 4.793 -0.0284 -0.0611 0.3906
H -3.733 -1.114 6.179 -0.1800 -0.1729 0.0808
H -4.371 -1.012 7.840 -0.0342 -0.1013 -0.1171
H -6.313 -1.487 6.434 0.1723 -0.0803 0.0478
H -5.929 -3.031 7.238 0.2086 0.1914 -0.1335
Br -7.491 -2.519 2.092 -0.4345 0.6081 -0.1757
C -8.559 -2.052 0.528 -0.0705 -0.2231 0.1885
C -7.683 -1.809 -0.679 -0.1503 0.1941 -0.2782
Br -6.815 -0.065 -0.581 -0.5568 -0.1788 -0.2553
H -9.169 -1.188 0.804 0.2033 -0.1445 -0.1744
H -9.211 -2.914 0.363 0.1465 0.1253 -0.0422
H -8.285 -1.775 -1.591 0.0506 -0.0522 0.1903
H -6.891 -2.553 -0.799 -0.1774 0.1316 0.1402
Br 7.109 1.805 -5.437 -0.1218 -0.0230 -0.0447
C 6.158 3.416 -5.991 0.2355 0.0780 -0.0831
C 5.689 4.212 -4.797 -0.1810 0.1310 0.0245
Br 4.115 3.399 -3.980 0.2467 0.0403 0.1334
H 5.345 3.097 -6.648 0.1297 0.0935 0.2503
H 6.886 3.988 -6.574 -0.1355 -0.0636 0.1536
H 5.366 5.211 -5.102 0.0616 -0.1984 -0.0160
H 6.444 4.304 -4.011 -0.1159 -0.0989 -0.2464
Br -5.582 -5.192 2.193 0.1706 -0.7332 -0.2246
C -7.032 -6.356 2.782 0.2937 0.0280 0.1245
C -7.622 -7.123 1.622 -0.2070 -0.0849 0.0502
Br -8.786 -5.988 0.543 0.0899 -0.0789 -0.0650
H -7.759 -5.724 3.299 0.0903 -0.1243 -0.2022
H -6.573 -7.039 3.502 -0.1139 0.0725 -0.1628
H -8.267 -7.930 1.981 0.1211 0.1655 -0.0132
H -6.869 -7.539 0.948 -0.1264 0.1849 0.2137
Br -0.691 -0.259 8.900 -0.0982 0.1096 -0.0492
C -1.642 1.352 8.346 0.3469 -0.0330 -0.0558
C -2.111 2.148 9.540 -0.2034 0.1915 -0.0536
Br -3.685 1.335 10.357 0.0980 -0.0049 0.0208
H -2.455 1.032 7.689 0.1368 0.1389 0.2173
H -0.914 1.924 7.763 -0.1753 -0.0480 0.1216
H -2.434 3.147 9.235 0.0736 -0.1954 -0.0068
H -1.356 2.240 10.326 -0.1450 -0.1189 -0.2546
Br 7.105 3.606 4.453 -0.0636 -0.0311 -0.1529
C 6.000 4.443 3.081 0.2194 0.1787 0.1458
C 4.546 4.465 3.488 -0.2219 0.0305 -0.2463
Br 3.725 2.709 3.271 0.0139 0.1858 0.3522
H 6.183 3.901 2.149 -0.1467 0.0783 0.2261
H 6.389 5.461 2.986 -0.1399 -0.1597 0.0175
H 3.972 5.129 2.834 0.1617 -0.0803 0.0910
H 4.390 4.764 4.528 0.1439 -0.1058 -0.2523
Br -1.116 2.825 -2.922 -0.0205 0.0779 -0.4154
C -0.847 1.735 -4.517 -0.0268 -0.0082 0.3026
C 0.602 1.740 -4.944 0.1685 -0.0619 -0.3400
Br 1.069 3.409 -5.839 -0.3597 -0.3132 0.1405
H -1.527 2.116 -5.283 0.2163 -0.0790 0.1225
H -1.160 0.728 -4.228 0.0971 0.1079 -0.0939
H 0.788 0.959 -5.686 -0.0789 0.0916 0.1365
H 1.301 1.618 -4.112 -0.2631 0.0166 -0.1263
Br -4.660 2.935 -4.103 -0.1303 0.0934 0.0167
C -5.022 4.749 -4.723 -0.0956 -0.2016 -0.1954
C -3.741 5.484 -5.040 0.0920 0.3033 0.1674
Br -2.842 6.073 -3.412 -0.0618 0.0284 -0.1208
H -5.623 5.236 -3.950 0.2495 -0.0578 -0.1564
H -5.629 4.625 -5.624 0.1993 0.0918 0.1322
H -3.951 6.402 -5.596 0.0204 -0.2698 0.2417
H -3.022 4.881 -5.602 -0.2224 0.0311 0.1298
Br 2.784 -5.476 5.614 -0.0528 0.0007 -0.1161
C 3.053 -6.566 4.020 -0.1091 -0.1571 0.1314
C 4.502 -6.561 3.592 0.0747 -0.0438 -0.2488
Br 4.969 -4.892 2.697 -0.0170 -0.3796 -0.1080
H 2.373 -6.185 3.253 0.1849 -0.0649 0.1239
H 2.740 -7.573 4.309 0.1091 0.1626 -0.0817
H 4.688 -7.342 2.850 -0.1126 0.1072 0.1457
H 5.201 -6.683 4.424 -0.2517 0.0533 -0.1445
Br -5.223 3.178 -9.057 -0.0550 0.1002 0.1565
C -6.707 4.371 -8.634 0.0097 -0.2457 -0.2079
C -6.420 5.783 -9.088 -0.1957 0.1971 0.0244
Br -5.178 6.676 -7.877 -0.1128 0.0075 -0.3359
H -6.887 4.289 -7.559 0.0326 0.1120 -0.2657
H -7.564 3.960 -9.174 0.1371 0.1610 0.0891
H -7.329 6.390 -9.060 0.1407 -0.1473 0.0213
H -5.984 5.837 -10.089 -0.0704 -0.1196 0.2766
Br 1.112 6.196 -7.516 0.0201 0.3491 -0.2638
C -0.128 7.576 -8.118 0.0854 0.0542 0.2720
C -1.448 6.977 -8.544 -0.1270 0.1295 -0.1980
Br -1.310 6.141 -10.301 -0.0521 -0.0313 0.1557
H 0.375 8.131 -8.915 -0.2056 -0.1855 0.1256
H -0.263 8.232 -7.254 -0.0477 -0.1326 -0.1545
H -2.206 7.757 -8.659 0.1675 -0.1047 0.0510
H -1.821 6.214 -7.855 0.1813 0.1788 -0.1296
Br 9.384 2.154 -0.735 -0.0120 0.0149 -0.1355
C 9.653 1.064 -2.330 -0.1036 -0.1666 0.2275
C 11.102 1.069 -2.757 0.0712 -0.0376 -0.2571
Br 11.569 2.738 -3.652 0.0189 -0.0646 0.1068
H 8.973 1.445 -3.096 0.2540 -0.0364 0.1297
H 9.340 0.057 -2.041 0.1131 0.1462 -0.0586
H 11.288 0.287 -3.499 -0.1015 0.1158 0.1442
H 11.801 0.947 -1.925 -0.2681 0.0531 -0.1489
```
Forces are in eV/Å.

total charge = 0
spin multiplicity = 1
energy = -64582.3056 a.u.
Kohn-Sham gap = 7.5 eV